# C22H29Cl3IrN2O4

C22H29Cl3IrN2O4 as an isolated structure at a distorted geometry (ωB97M-V/def2-TZVPD, OMol25).

Geometry as ORCA input:
```
! wB97M-V def2-TZVPD RIJCOSX def2/J DEFGRID3
* xyz -1 5
Ir -0.56 -0.10 -0.12
Cl 1.78 -0.20 -0.79
N -0.32 1.89 -0.01
N -0.32 -2.09 0.21
C -1.09 2.73 -0.68
C -0.63 -2.87 -0.80
C 0.80 2.70 0.60
C 0.09 4.04 0.74
C 1.93 2.92 -0.39
C 1.37 2.16 1.89
H 1.56 3.42 -1.29
H 2.37 1.96 -0.66
H 2.67 3.56 0.10
H 0.59 1.93 2.62
H 2.03 2.95 2.30
H 1.97 1.26 1.69
C 0.50 -2.87 1.25
C 0.43 -4.26 0.64
C -0.09 -2.85 2.65
C 1.94 -2.44 1.33
H 2.37 -2.33 0.33
H 2.49 -3.22 1.88
H 2.04 -1.49 1.87
H -1.11 -3.26 2.66
H -0.11 -1.83 3.05
H 0.54 -3.48 3.30
O -0.13 -4.10 -0.71
H -0.24 -4.94 1.20
H 1.42 -4.73 0.55
O -0.95 3.99 -0.32
H 0.74 4.89 0.53
H -0.41 4.17 1.71
C -2.01 2.38 -1.80
C -1.51 -2.54 -1.96
C -1.23 -1.24 -2.66
H -2.54 -2.50 -1.58
H -1.46 -3.37 -2.67
C -1.22 -0.02 -1.97
C -1.48 1.22 -2.59
H -1.10 -0.18 1.36
C -1.18 1.28 -3.96
C -0.76 0.12 -4.61
C -1.16 2.58 -4.72
C -0.99 -1.14 -4.05
H -0.41 0.19 -5.63
C -0.86 -2.37 -4.91
H -0.43 -2.10 -5.89
H -1.84 -2.83 -5.11
H -0.22 -3.12 -4.44
H -2.16 3.02 -4.83
H -0.78 2.41 -5.73
H -0.51 3.33 -4.24
H -2.14 3.27 -2.43
H -3.00 2.14 -1.37
Cl -2.80 2.03 4.68
C -1.84 0.71 5.31
Cl -2.67 -0.83 5.47
C -0.59 0.53 4.31
O 0.44 0.85 4.93
O -0.82 0.12 3.15
H -1.42 1.00 6.27
*
```

Results
HOMO level (spin up / spin down), eV: -0.96 / -5.24
Orbital gap (spin up / spin down), eV: 3.562 / 6.687
Energy, eV: -74858.2690

---

# C22H29Cl48O6P

A 17-piece molecular cluster, C22H29Cl48O6P overall at a distorted geometry (ωB97M-V/def2-TZVPD, OMol25).

Geometry as ORCA input:
```
! wB97M-V def2-TZVPD RIJCOSX def2/J DEFGRID3
* xyz 0 1
C 2.77 1.67 0.58
C 3.33 0.30 -0.12
C 2.38 -0.89 0.48
C 1.12 -1.02 -0.55
O 0.28 -2.09 -0.02
P -1.02 -1.44 0.88
O -0.60 -0.22 1.73
O -1.55 -2.74 1.87
O -2.20 -1.03 -0.31
C -3.29 -0.29 0.29
C -3.06 1.29 0.01
O -2.01 1.70 -0.56
O -4.12 2.17 0.40
H 1.61 1.68 0.54
H 3.22 2.60 0.11
H 3.05 1.55 1.70
H 3.22 0.42 -1.25
H 4.40 0.05 0.21
H 1.97 -0.55 1.50
H 2.92 -1.90 0.52
H 1.58 -1.36 -1.54
H 0.58 -0.01 -0.69
H -1.98 -2.36 2.67
H -4.25 -0.66 -0.25
H -3.41 -0.43 1.42
H -4.07 2.24 1.39
C -0.27 -1.52 5.31
Cl -1.96 -1.02 5.22
Cl 0.24 -1.68 7.00
Cl -0.02 -3.03 4.44
H 0.34 -0.75 4.85
C -4.71 5.28 -1.20
Cl -3.75 6.51 -0.36
Cl -6.43 5.46 -0.82
Cl -4.44 5.36 -2.94
H -4.38 4.30 -0.84
C 5.84 -2.92 -1.26
Cl 6.79 -1.68 -0.42
Cl 4.12 -2.75 -0.86
Cl 6.09 -2.82 -3.01
H 6.17 -3.90 -0.91
C 5.19 -4.93 -6.37
Cl 6.10 -3.45 -6.05
Cl 6.01 -6.33 -5.66
Cl 3.54 -4.79 -5.75
H 5.15 -5.08 -7.45
C 6.15 3.84 -0.66
Cl 4.46 4.35 -0.74
Cl 6.67 3.67 1.03
Cl 6.38 2.32 -1.53
H 6.76 4.60 -1.13
C -5.11 -2.84 5.64
Cl -6.20 -1.46 5.47
Cl -5.90 -4.14 6.55
Cl -4.58 -3.42 4.06
H -4.23 -2.52 6.20
C -7.28 1.29 -1.44
Cl -6.29 0.04 -0.69
Cl -8.63 1.74 -0.37
Cl -6.30 2.71 -1.82
H -7.70 0.90 -2.36
C -3.52 -5.18 -0.75
Cl -2.61 -3.70 -0.42
Cl -2.72 -6.59 -0.04
Cl -5.18 -5.04 -0.15
H -3.56 -5.33 -1.83
C -0.01 2.06 -3.88
Cl 0.86 1.25 -2.57
Cl 1.09 2.45 -5.21
Cl -1.35 1.06 -4.45
H -0.42 2.99 -3.49
C 7.45 4.32 -4.97
Cl 8.60 3.18 -4.27
Cl 6.29 4.87 -3.74
Cl 8.29 5.69 -5.70
H 6.89 3.80 -5.75
C -8.00 5.86 3.15
Cl -8.99 5.01 4.35
Cl -7.11 7.19 3.91
Cl -6.89 4.75 2.35
H -8.67 6.28 2.40
C 2.11 -5.86 5.47
Cl 3.70 -5.40 4.85
Cl 1.45 -7.21 4.54
Cl 2.22 -6.28 7.19
H 1.44 -5.01 5.37
C 9.29 0.34 2.07
Cl 10.24 1.57 2.90
Cl 7.58 0.50 2.46
Cl 9.55 0.43 0.32
H 9.63 -0.64 2.41
C -2.20 -8.46 4.23
Cl -3.26 -9.72 3.57
Cl -3.03 -6.90 4.26
Cl -1.63 -8.90 5.84
H -1.33 -8.37 3.57
C 3.50 8.29 -2.59
Cl 2.52 7.44 -1.39
Cl 4.40 9.62 -1.83
Cl 4.61 7.17 -3.39
H 2.84 8.71 -3.34
C -8.62 0.79 -5.60
Cl -9.61 -0.06 -4.41
Cl -7.73 2.12 -4.84
Cl -7.51 -0.33 -6.40
H -9.29 1.21 -6.36
*
```

Results
HOMO level, eV: -10.21
Orbital gap, eV: 10.174
Energy, eV: -645932.5304

---

Please write out number 2 again, unchanged.
# C22H29Cl48O6P

A 17-piece molecular cluster, C22H29Cl48O6P overall at a distorted geometry (ωB97M-V/def2-TZVPD, OMol25).

Geometry as ORCA input:
```
! wB97M-V def2-TZVPD RIJCOSX def2/J DEFGRID3
* xyz 0 1
C 2.77 1.67 0.58
C 3.33 0.30 -0.12
C 2.38 -0.89 0.48
C 1.12 -1.02 -0.55
O 0.28 -2.09 -0.02
P -1.02 -1.44 0.88
O -0.60 -0.22 1.73
O -1.55 -2.74 1.87
O -2.20 -1.03 -0.31
C -3.29 -0.29 0.29
C -3.06 1.29 0.01
O -2.01 1.70 -0.56
O -4.12 2.17 0.40
H 1.61 1.68 0.54
H 3.22 2.60 0.11
H 3.05 1.55 1.70
H 3.22 0.42 -1.25
H 4.40 0.05 0.21
H 1.97 -0.55 1.50
H 2.92 -1.90 0.52
H 1.58 -1.36 -1.54
H 0.58 -0.01 -0.69
H -1.98 -2.36 2.67
H -4.25 -0.66 -0.25
H -3.41 -0.43 1.42
H -4.07 2.24 1.39
C -0.27 -1.52 5.31
Cl -1.96 -1.02 5.22
Cl 0.24 -1.68 7.00
Cl -0.02 -3.03 4.44
H 0.34 -0.75 4.85
C -4.71 5.28 -1.20
Cl -3.75 6.51 -0.36
Cl -6.43 5.46 -0.82
Cl -4.44 5.36 -2.94
H -4.38 4.30 -0.84
C 5.84 -2.92 -1.26
Cl 6.79 -1.68 -0.42
Cl 4.12 -2.75 -0.86
Cl 6.09 -2.82 -3.01
H 6.17 -3.90 -0.91
C 5.19 -4.93 -6.37
Cl 6.10 -3.45 -6.05
Cl 6.01 -6.33 -5.66
Cl 3.54 -4.79 -5.75
H 5.15 -5.08 -7.45
C 6.15 3.84 -0.66
Cl 4.46 4.35 -0.74
Cl 6.67 3.67 1.03
Cl 6.38 2.32 -1.53
H 6.76 4.60 -1.13
C -5.11 -2.84 5.64
Cl -6.20 -1.46 5.47
Cl -5.90 -4.14 6.55
Cl -4.58 -3.42 4.06
H -4.23 -2.52 6.20
C -7.28 1.29 -1.44
Cl -6.29 0.04 -0.69
Cl -8.63 1.74 -0.37
Cl -6.30 2.71 -1.82
H -7.70 0.90 -2.36
C -3.52 -5.18 -0.75
Cl -2.61 -3.70 -0.42
Cl -2.72 -6.59 -0.04
Cl -5.18 -5.04 -0.15
H -3.56 -5.33 -1.83
C -0.01 2.06 -3.88
Cl 0.86 1.25 -2.57
Cl 1.09 2.45 -5.21
Cl -1.35 1.06 -4.45
H -0.42 2.99 -3.49
C 7.45 4.32 -4.97
Cl 8.60 3.18 -4.27
Cl 6.29 4.87 -3.74
Cl 8.29 5.69 -5.70
H 6.89 3.80 -5.75
C -8.00 5.86 3.15
Cl -8.99 5.01 4.35
Cl -7.11 7.19 3.91
Cl -6.89 4.75 2.35
H -8.67 6.28 2.40
C 2.11 -5.86 5.47
Cl 3.70 -5.40 4.85
Cl 1.45 -7.21 4.54
Cl 2.22 -6.28 7.19
H 1.44 -5.01 5.37
C 9.29 0.34 2.07
Cl 10.24 1.57 2.90
Cl 7.58 0.50 2.46
Cl 9.55 0.43 0.32
H 9.63 -0.64 2.41
C -2.20 -8.46 4.23
Cl -3.26 -9.72 3.57
Cl -3.03 -6.90 4.26
Cl -1.63 -8.90 5.84
H -1.33 -8.37 3.57
C 3.50 8.29 -2.59
Cl 2.52 7.44 -1.39
Cl 4.40 9.62 -1.83
Cl 4.61 7.17 -3.39
H 2.84 8.71 -3.34
C -8.62 0.79 -5.60
Cl -9.61 -0.06 -4.41
Cl -7.73 2.12 -4.84
Cl -7.51 -0.33 -6.40
H -9.29 1.21 -6.36
*
```

Results
HOMO level, eV: -10.21
Orbital gap, eV: 10.174
Energy, eV: -645932.5304